# 1
ORCA calculation (ωB97M-V/def2-TZVPD) on an isolated molecule of C7H10BrN at a distorted geometry.

The electronic energy is -78948.3956 eV. The HOMO-LUMO gap (spin up / spin down) comes out at 7.956 / 6.823 eV. For the highest occupied orbital energy (spin up / spin down), the calculation gives -8.13 / -7.39 eV.

Each line ends with the Löwdin charge.
Geometry (Å):
C1 1.55 0.47 -0.69  -0.1070
C2 1.49 -1.05 -0.55  -0.1375
C3 0.39 -0.58 1.69  -0.1129
C4 0.61 -1.59 0.56  -0.3817
C5 -0.74 0.95 -1.08  -0.2396
C6 -0.66 -1.11 0.72  -0.6774
C7 -1.77 1.93 -0.66  -0.0858
N1 0.51 1.26 -0.96  0.0216
Br1 -2.23 -1.97 1.37  0.6629
H1 2.41 1.11 -0.49  0.1057
H2 1.07 -1.41 -1.43  0.0918
H3 2.53 -1.38 -0.30  0.1347
H4 0.41 -1.04 2.68  0.0939
H5 0.65 0.50 1.61  0.1028
H6 1.03 -2.59 0.73  0.1462
H7 -1.18 0.02 -1.62  0.1418
H8 -1.58 2.06 0.40  0.0676
H9 -2.81 1.54 -0.78  0.0921
H10 -1.68 2.88 -1.20  0.0808



# 2
ORCA calculation (ωB97M-V/def2-TZVPD) on C43H60Ge2InN4O4S2Si2Te as an isolated structure.

The electronic energy is -222637.1620 eV. The HOMO-LUMO gap comes out at 7.251 eV. Its net charge is +1. For the highest occupied orbital energy, the calculation gives -10.43 eV.

Each line ends with the Löwdin charge.
Geometry (Å):
In1 0.96 0.94 0.05  0.5179
O1 -2.78 2.78 -1.11  0.1461
C1 -2.53 2.09 -0.15  -0.4248
N1 -2.41 0.67 -0.26  0.0390
C2 -1.58 0.26 -1.24  -0.4880
O2 -0.75 1.01 -1.78  -0.1278
C3 -1.47 -1.20 -1.57  -0.2546
C4 -1.09 -1.59 -2.84  -0.0376
C5 -0.93 -2.95 -3.08  -0.0456
C6 -1.13 -3.84 -2.04  -0.0296
C7 -1.49 -3.34 -0.80  -0.1097
N2 -1.67 -2.04 -0.57  0.0975
C8 -2.32 2.70 1.21  -0.2664
C9 -2.61 4.05 1.37  0.0076
C10 -2.45 4.59 2.63  -0.0325
C11 -2.03 3.77 3.67  -0.0273
C12 -1.77 2.44 3.39  -0.1065
N3 -1.90 1.90 2.18  0.1178
H1 -0.93 -0.85 -3.61  0.1120
H2 -0.65 -3.30 -4.06  0.1199
H3 -1.00 -4.90 -2.18  0.1150
H4 -1.66 -4.00 0.05  0.1227
H5 -2.95 4.63 0.53  0.1277
H6 -2.66 5.64 2.81  0.1160
H7 -1.91 4.15 4.67  0.1121
H8 -1.45 1.77 4.18  0.1044
C13 0.39 -0.54 4.88  -0.1631
C14 0.90 0.05 3.57  -0.3685
Ge1 0.05 -0.68 1.94  0.8340
C15 1.15 -2.23 1.39  -0.3924
C16 0.95 -3.49 2.25  -0.1545
C17 -1.68 -1.37 2.51  -0.2263
C18 -2.98 -1.37 2.19  -0.2790
Ge2 -3.78 -0.42 0.66  1.0316
C19 -5.04 1.00 1.19  -0.2945
C20 -6.32 0.57 1.92  -0.1465
C21 -4.59 -1.38 -0.88  -0.3026
C22 -6.12 -1.45 -0.97  -0.1551
C23 -3.95 -2.12 3.03  -0.2362
C24 -3.66 -2.52 4.34  -0.0328
C25 -4.58 -3.24 5.09  -0.0690
C26 -5.82 -3.58 4.56  -0.0769
C27 -6.13 -3.19 3.27  -0.0646
C28 -5.20 -2.46 2.53  -0.0736
H9 0.92 -0.11 5.73  0.0762
H10 0.54 -1.62 4.92  0.0611
H11 -0.67 -0.36 5.03  0.0527
H12 1.97 -0.14 3.46  0.0560
H13 0.79 1.14 3.57  0.0343
H14 2.19 -1.89 1.47  0.0512
H15 0.97 -2.46 0.34  0.0309
H16 1.20 -3.30 3.29  0.0639
H17 1.57 -4.31 1.91  0.0692
H18 -0.09 -3.82 2.22  0.0587
H19 -1.43 -1.97 3.38  0.0413
H20 -5.28 1.53 0.27  0.0801
H21 -4.51 1.70 1.84  0.0526
H22 -6.93 -0.12 1.34  0.0527
H23 -6.93 1.45 2.13  0.0761
H24 -6.10 0.10 2.87  0.0672
H25 -4.17 -2.37 -0.96  0.0577
H26 -4.24 -0.80 -1.74  0.0694
H27 -6.57 -2.06 -0.19  0.0561
H28 -6.41 -1.90 -1.92  0.0766
H29 -6.58 -0.46 -0.93  0.0662
H30 -2.73 -2.24 4.81  0.1015
H31 -4.33 -3.53 6.10  0.1074
H32 -6.53 -4.14 5.15  0.1063
H33 -7.09 -3.43 2.84  0.1094
H34 -5.47 -2.17 1.52  0.0602
C29 4.71 -2.32 -4.15  -0.1782
Si1 4.37 -2.89 -2.40  0.3987
C30 2.93 -4.09 -2.39  -0.1754
C31 5.88 -3.65 -1.61  -0.1731
C32 3.85 -1.37 -1.38  -0.5311
Te1 2.15 -0.42 -2.22  1.3972
C33 3.18 1.24 -3.08  -0.5100
Si2 2.29 2.07 -4.54  0.4077
C34 3.59 3.06 -5.44  -0.1744
C35 0.91 3.16 -3.91  -0.1787
C36 1.61 0.73 -5.66  -0.1819
H35 4.92 -3.18 -4.80  0.0388
H36 5.58 -1.66 -4.19  0.0384
H37 3.86 -1.79 -4.57  0.0071
H38 3.11 -4.91 -3.08  0.0395
H39 2.00 -3.60 -2.69  -0.0037
H40 2.78 -4.52 -1.39  0.0357
H41 6.20 -4.52 -2.19  0.0374
H42 5.67 -3.98 -0.60  0.0356
H43 6.71 -2.94 -1.57  0.0358
H44 4.62 -0.60 -1.33  0.0193
H45 3.59 -1.64 -0.36  -0.0010
H46 4.12 0.82 -3.43  0.0195
H47 3.39 1.94 -2.27  0.0075
H48 4.08 3.79 -4.79  0.0348
H49 3.15 3.62 -6.27  0.0374
H50 4.36 2.41 -5.85  0.0354
H51 1.31 3.97 -3.29  0.0136
H52 0.19 2.60 -3.31  0.0077
H53 0.37 3.61 -4.74  0.0444
H54 2.39 0.05 -5.98  0.0326
H55 1.17 1.18 -6.55  0.0406
H56 0.83 0.15 -5.17  0.0056
O3 4.11 1.48 2.91  -0.2442
S1 3.67 1.95 1.64  0.6606
O4 3.68 1.02 0.51  -0.3701
N4 2.11 2.49 1.59  -0.1700
C37 2.07 3.47 0.70  -0.7773
S2 0.79 3.55 -0.39  0.8118
C38 3.34 4.23 0.59  -0.2181
C39 3.59 5.47 0.03  0.0004
C40 4.90 5.94 0.05  -0.0415
C41 5.93 5.18 0.59  -0.0423
C42 5.69 3.92 1.13  -0.0121
C43 4.39 3.48 1.12  -0.2109
H57 2.79 6.06 -0.40  0.1223
H58 5.12 6.92 -0.36  0.1149
H59 6.94 5.57 0.59  0.1159
H60 6.48 3.32 1.55  0.1280



# 3
ORCA calculation (ωB97M-V/def2-TZVPD) on C5H10O as an isolated structure.

The electronic energy is -7389.8448 eV. The HOMO-LUMO gap comes out at 8.373 eV. For the highest occupied orbital energy, the calculation gives -7.76 eV.

Each line ends with the Löwdin charge.
Geometry (Å):
C1 -1.51 0.91 -0.15  -0.1515
C2 -0.73 0.18 0.90  -0.0624
C3 -0.17 -1.77 0.22  -0.1052
O1 1.04 -1.28 0.71  -0.1229
C4 0.80 0.13 0.68  -0.4145
C5 1.40 0.73 -0.59  -0.0580
H1 -1.37 1.97 0.12  0.0958
H2 -2.58 0.72 -0.08  0.0721
H3 -1.18 0.82 -1.19  0.0690
H4 -1.01 -1.15 0.86  0.0797
H5 -0.31 -1.68 -0.87  0.1098
H6 -0.36 -2.79 0.56  0.1165
H7 1.31 0.58 1.55  0.1349
H8 2.48 0.57 -0.59  0.0818
H9 1.21 1.81 -0.64  0.0828
H10 0.99 0.27 -1.49  0.0722



# 4
ORCA calculation (ωB97M-V/def2-TZVPD) on C31H24Cl5FeN3O3 as an isolated structure.

The electronic energy is -140149.0398 eV. The HOMO-LUMO gap (spin up / spin down) comes out at 6.987 / 6.952 eV. As for the spin multiplicity: 5. For the highest occupied orbital energy (spin up / spin down), the calculation gives -7.41 / -7.43 eV.

Each line ends with the Löwdin charge.
Geometry (Å):
Fe1 0.01 -0.58 -1.14  0.7633
C1 0.27 2.87 -2.68  -0.0822
O1 0.31 2.03 -1.53  -0.1821
C2 0.64 2.59 -0.33  -0.2299
C3 1.31 3.80 -0.22  -0.0165
C4 1.67 4.27 1.04  -0.0824
C5 1.36 3.55 2.17  -0.0869
C6 0.66 2.35 2.05  -0.0249
C7 0.28 1.87 0.81  -0.1838
N1 -0.44 0.65 0.64  0.0164
N2 -1.10 0.33 1.67  0.0965
C8 -1.90 -0.76 1.74  -0.1340
C9 -2.20 -1.66 0.68  -0.3333
O2 -1.63 -1.65 -0.47  -0.1194
C10 -3.20 -2.67 0.91  0.0020
C11 -3.80 -2.81 2.11  -0.0153
C12 -3.50 -1.96 3.21  -0.1778
C13 -4.13 -2.13 4.46  -0.0446
C14 -3.85 -1.30 5.51  -0.0935
C15 -2.92 -0.27 5.34  -0.0830
C16 -2.29 -0.08 4.13  -0.0307
C17 -2.56 -0.92 3.03  -0.1015
H1 -0.41 3.71 -2.52  0.1040
H2 1.27 3.24 -2.93  0.0872
H3 -0.10 2.25 -3.49  0.0783
H4 1.56 4.37 -1.10  0.1070
H5 2.21 5.21 1.12  0.1032
H6 1.65 3.91 3.15  0.1010
H7 0.40 1.78 2.93  0.1012
H8 -3.43 -3.32 0.07  0.1182
H9 -4.54 -3.59 2.25  0.1160
H10 -4.84 -2.94 4.57  0.1100
H11 -4.34 -1.44 6.47  0.0987
H12 -2.69 0.40 6.16  0.1004
H13 -1.58 0.73 4.01  0.0911
Cl1 0.85 -2.49 -3.28  0.7015
C18 -0.41 -1.46 -3.91  -0.6915
C19 -0.88 -0.48 -3.05  -0.2580
C20 -1.97 0.25 -3.50  -0.6969
Cl2 -2.71 1.39 -2.42  0.7008
C21 -2.51 0.08 -4.78  -0.7041
Cl3 -3.84 1.04 -5.31  0.6707
C22 -1.96 -0.88 -5.63  -0.7069
Cl4 -2.60 -1.09 -7.22  0.6726
C23 -0.91 -1.67 -5.19  -0.7099
Cl5 -0.25 -2.90 -6.21  0.6730
O3 0.74 -2.40 0.22  -0.1332
C24 1.71 -2.94 1.12  -0.2212
C25 2.97 -2.11 0.97  -0.1492
C26 2.70 -0.60 1.17  -0.1169
C27 3.00 0.15 -0.09  -0.2682
C28 4.11 0.99 -0.19  -0.0057
C29 4.43 1.56 -1.41  -0.0450
C30 3.64 1.27 -2.51  -0.0476
C31 2.54 0.45 -2.33  -0.1318
N3 2.21 -0.09 -1.14  0.0700
H14 -0.08 -2.91 0.22  0.0888
H15 1.92 -3.98 0.87  0.1238
H16 1.33 -2.89 2.14  0.1286
H17 3.37 -2.28 -0.03  0.1188
H18 3.72 -2.48 1.68  0.1176
H19 3.30 -0.20 1.99  0.1183
H20 1.66 -0.45 1.44  0.0936
H21 4.71 1.17 0.69  0.1171
H22 5.29 2.21 -1.50  0.1120
H23 3.86 1.67 -3.49  0.1109
H24 1.88 0.22 -3.15  0.0950